Record 1
Entry from the OMol25 dataset: a cluster of 9 separate species, C47H53BFN9O2 in total in a non-equilibrium geometry (wB97M-V/def2-TZVPD).

- Multiplicity: 1
- HOMO level: -9.21 eV
- Kohn-Sham gap: 9.73 eV
- Total charge: 0

Positions of all 113 atoms, in Å:
C 8.58810 2.51779 -0.64189
C 7.68192 2.69691 -1.82776
O 8.02541 2.45484 -2.95111
N 6.32747 3.16007 -1.51947
B 5.32704 2.23759 -2.01958
C 3.79265 2.53576 -2.15761
C 2.90158 1.26367 -2.26645
C 1.89048 1.16511 -1.12368
F 0.66003 0.66719 -1.60967
C 6.19232 4.56430 -1.78094
C 4.94954 5.24505 -1.27494
O 7.08446 5.17848 -2.32083
H 8.03597 2.43119 0.29195
H 9.14927 1.59402 -0.80821
H 9.30630 3.33818 -0.60314
H 5.71864 1.14942 -2.30292
H 3.43083 3.17100 -1.34675
H 3.64538 3.13451 -3.06678
H 2.33529 1.29910 -3.20134
H 3.53472 0.37279 -2.27372
H 1.69782 2.14683 -0.68534
H 2.22612 0.45578 -0.36301
H 4.25350 5.37564 -2.10918
H 5.22590 6.24470 -0.93463
H 4.46678 4.69866 -0.46714
C 6.25856 4.93609 4.48358
C 6.44098 3.66270 3.96912
C 5.81366 3.33768 2.77615
N 5.04163 4.18207 2.09594
C 4.87540 5.40155 2.60272
C 5.45886 5.82691 3.78646
H 6.73170 5.22921 5.41174
H 7.05597 2.93440 4.47946
H 5.93300 2.35157 2.34004
H 4.24189 6.06932 2.02828
H 5.28947 6.83116 4.14945
C 0.23127 -4.06715 -0.44781
C 1.41708 -4.37153 0.20269
C 2.53595 -3.59815 -0.06577
N 2.53820 -2.57696 -0.92172
C 1.39082 -2.29760 -1.53806
C 0.21544 -3.00565 -1.33708
H -0.66334 -4.64873 -0.26673
H 1.47613 -5.19244 0.90388
H 3.48069 -3.80528 0.42475
H 1.42256 -1.46704 -2.22980
H -0.68522 -2.73181 -1.86997
C -1.71696 5.32661 -1.82625
C -1.02326 6.49557 -1.55721
C 0.36236 6.47544 -1.63234
N 1.06812 5.39256 -1.95117
C 0.38585 4.27813 -2.20667
C -0.99688 4.18957 -2.15523
H -2.79829 5.30057 -1.77815
H -1.54222 7.40693 -1.29403
H 0.93836 7.37173 -1.43014
H 0.98016 3.41006 -2.46985
H -1.48984 3.25196 -2.37362
C 1.69162 -2.45685 -6.64380
C 1.31858 -3.49928 -7.47784
C 1.15791 -4.75989 -6.92544
N 1.34972 -5.03283 -5.63556
C 1.71050 -4.02169 -4.84919
C 1.88986 -2.72259 -5.29953
H 1.82351 -1.45637 -7.03518
H 1.15157 -3.34022 -8.53428
H 0.85956 -5.59868 -7.54491
H 1.85991 -4.26926 -3.80360
H 2.17991 -1.94156 -4.60989
C -3.11539 -7.53996 -7.20787
C -4.17829 -7.23276 -6.37407
C -3.91358 -6.55820 -5.19185
N -2.69336 -6.18867 -4.80888
C -1.67841 -6.49004 -5.61993
C -1.83959 -7.16110 -6.82444
H -3.27938 -8.06641 -8.13956
H -5.19159 -7.50944 -6.63135
H -4.71975 -6.29909 -4.51381
H -0.69636 -6.17806 -5.28483
H -0.98123 -7.38240 -7.44423
C -2.18405 1.08548 -0.13985
C -2.69981 2.28035 0.32955
C -3.91102 2.26414 1.00406
N -4.61197 1.15313 1.22318
C -4.10612 0.00950 0.75949
C -2.90244 -0.07941 0.07644
H -1.23459 1.07131 -0.65702
H -2.16220 3.20656 0.18323
H -4.34599 3.18132 1.38780
H -4.69716 -0.87889 0.95611
H -2.53666 -1.03669 -0.26913
C -3.87553 0.86871 6.36341
C -4.12584 1.08090 5.01736
C -4.99510 0.22323 4.35818
N -5.60138 -0.80470 4.95555
C -5.34896 -0.99902 6.25013
C -4.50103 -0.19316 6.99579
H -3.20457 1.51939 6.91042
H -3.65756 1.89613 4.48139
H -5.20588 0.37144 3.30288
H -5.85460 -1.83846 6.71416
H -4.33949 -0.39832 8.04527
C -9.74015 -4.12350 9.08919
C -8.57702 -4.50179 9.74030
C -7.40316 -3.82984 9.43600
N -7.33023 -2.83934 8.54962
C -8.45505 -2.48778 7.93065
C -9.68017 -3.09434 8.16417
H -10.67711 -4.62332 9.29858
H -8.57640 -5.30094 10.46871
H -6.47240 -4.09562 9.92504
H -8.36534 -1.68136 7.21021
H -10.56205 -2.76643 7.63153

Forces on the atoms, in the same order (eV/Å):
0.0 -0.4 0.0
0.4 0.0 -0.3
-0.3 0.0 0.4
-0.2 -0.1 -1.5
-0.1 0.2 0.6
-0.2 -0.3 -0.1
0.1 0.3 0.1
0.2 -0.3 -0.2
0.2 0.2 0.0
0.4 0.4 0.5
-0.2 0.1 -0.2
-0.3 -0.4 0.3
0.0 0.2 0.0
0.0 0.2 0.0
-0.1 0.1 0.1
0.1 0.0 0.1
0.0 0.0 -0.1
0.1 0.1 0.1
0.0 -0.1 0.1
-0.2 0.0 -0.1
-0.1 -0.1 0.0
-0.1 0.2 0.1
-0.1 -0.1 0.1
0.1 -0.1 -0.1
0.1 0.1 -0.1
0.0 0.0 0.0
0.0 0.0 0.0
0.0 0.0 -0.1
0.0 0.0 0.0
0.0 0.0 0.0
0.0 0.0 0.0
0.0 0.0 0.0
0.0 0.0 0.0
0.0 0.0 0.0
0.0 0.0 0.0
0.0 0.0 0.0
0.0 0.0 0.0
0.0 0.0 0.0
0.0 0.0 0.0
0.0 0.0 0.0
0.1 0.0 0.0
0.0 0.0 0.0
0.0 0.0 0.0
0.0 0.0 0.0
0.0 0.0 0.0
-0.1 0.0 0.0
0.0 0.0 0.0
0.0 0.0 0.0
0.0 0.0 0.0
0.0 0.0 0.0
0.0 0.0 0.0
0.1 0.0 0.0
0.0 0.0 -0.1
0.0 0.0 0.0
0.0 0.0 0.0
0.0 0.0 0.0
0.0 0.0 0.0
0.0 0.0 0.0
0.0 0.0 0.0
0.0 0.0 0.0
0.0 0.0 0.0
0.0 0.1 -0.1
0.0 -0.1 0.1
0.0 0.0 0.0
0.0 0.0 0.0
0.0 0.0 0.0
0.0 0.0 0.0
0.0 0.1 0.0
0.0 0.0 0.0
0.0 0.0 0.0
0.0 0.0 0.0
0.0 0.0 0.0
0.0 0.0 0.0
0.0 0.0 0.1
0.0 0.0 0.0
0.0 0.0 0.0
0.0 0.0 0.0
0.0 0.0 0.0
0.0 -0.1 -0.1
0.0 0.0 0.0
0.1 0.0 0.0
0.0 0.1 0.1
-0.1 -0.1 0.0
0.1 0.0 -0.2
-0.1 0.0 0.0
0.0 0.1 0.0
0.0 -0.1 0.0
0.0 0.0 0.0
0.0 0.0 0.0
0.0 0.0 0.0
0.0 0.0 0.0
0.0 0.0 0.0
0.0 0.0 0.0
-0.1 -0.1 0.0
0.0 0.1 0.0
-0.1 -0.1 -0.1
0.0 0.0 0.0
0.0 0.0 0.0
0.0 0.0 0.0
0.0 0.0 0.2
0.0 0.0 0.1
0.0 0.0 0.0
0.0 0.0 0.0
0.0 0.0 0.0
0.0 0.0 0.0
0.0 0.0 0.0
0.1 0.0 0.0
0.0 0.0 0.0
0.0 0.0 0.0
0.0 0.0 0.0
0.0 0.0 0.0
0.0 0.0 0.0
0.0 0.0 0.0

Record 2
Entry from the OMol25 dataset: an isolated molecule of C3H8N2O in a non-equilibrium geometry (wB97M-V/def2-TZVPD).

- Multiplicity: 3
- ΔE to the lowest compared entry with this formula, charge and spin: 39.5 kcal/mol
- HOMO level (spin up / spin down): -5.34 / -8.66 eV
- Kohn-Sham gap (spin up / spin down): 6.46 / 6.43 eV
- Total charge: 0

Positions of all 14 atoms, in Å:
C -1.80584 -0.01715 0.09176
C 1.71274 0.78523 -0.46564
C -0.87407 -0.99225 -0.52290
N 0.85375 0.43400 0.70179
N 0.22820 -0.77283 0.58527
O -1.86160 1.16253 -0.16929
H -2.46685 -0.33837 0.92728
H 1.06137 0.53960 -1.30321
H 1.83835 1.85421 -0.09195
H 2.68403 0.14252 -0.29455
H -1.27800 -2.01943 -0.36727
H -0.37043 -0.48326 -1.39628
H 0.11276 1.06704 0.91595
H 0.16559 -1.36184 1.38902

Forces on the atoms, in the same order (eV/Å):
-3.3 -4.5 1.4
0.1 -0.2 3.7
2.6 1.9 3.2
0.2 -1.3 0.5
0.8 -2.8 -2.4
0.3 5.5 -1.4
0.2 -0.3 -0.6
1.2 0.8 -0.8
0.5 -0.9 -2.0
-1.9 1.4 -1.0
0.7 0.7 -1.1
-1.3 -1.7 0.2
-0.1 1.4 -0.2
-0.1 0.1 0.5

Record 3
Entry from the OMol25 dataset: a structure of composition C21H33HfN2O4P2 in a non-equilibrium geometry (wB97M-V/def2-TZVPD).

- Multiplicity: 1
- ΔE to the lowest compared entry with this formula, charge and spin: 0.0 kcal/mol
- HOMO level: -10.06 eV
- Kohn-Sham gap: 6.43 eV
- Total charge: +1

Positions of all 63 atoms, in Å:
C -0.51030 -4.21248 0.07628
C 0.05890 -2.93714 0.28267
N -0.24695 -1.93146 -0.62701
C -1.24359 -2.08481 -1.54133
C -1.78194 -3.34203 -1.76737
C -1.40038 -4.42014 -0.96536
C 0.94142 -2.65696 1.39852
P 1.42181 -1.00363 1.90087
Hf 0.15958 0.18408 0.05161
P -0.70484 0.66201 -2.24559
C -1.81836 -0.84241 -2.24214
C 1.30097 2.14207 0.34987
C 0.72375 2.86548 1.38627
C 1.06073 4.20614 1.60793
C 2.08048 4.76711 0.82807
C 2.69535 4.02339 -0.19517
C 2.29318 2.69825 -0.46794
O 2.99074 -3.08656 -0.67254
O 2.12636 -1.82995 -2.80723
H -0.21030 -4.99382 0.77779
H -2.51032 -3.43412 -2.57511
H -1.80631 -5.41316 -1.16030
C 0.63938 -0.47093 3.46108
C 3.21864 -0.85005 2.11288
H -2.00729 -1.04913 -3.30785
H -2.79084 -0.53743 -1.78963
H 2.46479 -2.99149 0.16238
H 1.14819 -3.48519 2.09293
C -1.76425 2.12860 -2.30507
C 0.26013 0.63443 -3.75814
H -0.00144 2.40887 2.06627
H 0.52202 4.76332 2.38339
H 2.38975 5.79102 1.04511
H 3.50370 4.48300 -0.77621
H 2.71417 2.07991 -1.27081
H 2.02983 -0.00281 -0.72465
H 2.94915 -1.54369 -3.22943
H 2.42194 -2.42272 -2.05105
H 3.24216 -4.02402 -0.69115
H 1.52969 -0.46761 -1.17603
H 1.00959 -1.09192 4.28703
H 0.88230 0.58598 3.64863
H -0.45470 -0.55256 3.39980
H 3.53881 -1.39494 3.01239
H 3.72981 -1.22831 1.21678
H 3.45584 0.21793 2.21385
H -0.41564 0.72847 -4.61395
H 0.93633 1.49478 -3.70726
H 0.86278 -0.27942 -3.78669
H -2.35173 2.19752 -3.22901
H -2.44637 2.16125 -1.44936
H -1.12599 3.00990 -2.15863
O -2.18343 -1.44446 1.54455
C -2.55589 -0.27578 1.46966
C -3.87948 0.26847 1.96741
C -3.80100 1.76659 1.71282
C -2.45110 1.97535 1.05565
O -1.99179 3.04856 0.67451
N -1.79395 0.74886 0.95049
H -4.70325 -0.22898 1.42464
H -3.94249 0.00415 3.03839
H -4.60081 2.13192 1.04385
H -3.80747 2.35271 2.64759

Forces on the atoms, in the same order (eV/Å):
-0.3 -0.4 -0.3
0.7 1.0 0.7
-0.2 0.7 0.6
-0.1 -0.9 -0.1
-0.3 1.2 -0.7
0.8 -0.1 0.7
0.0 0.0 -0.2
0.1 -1.8 -0.3
-2.7 2.1 3.7
-0.7 -0.3 -1.5
0.1 0.1 -0.4
0.0 -2.0 -0.9
0.1 0.7 0.4
0.2 -0.4 -0.2
-0.3 -0.2 0.1
0.2 -0.3 -0.3
-0.1 1.2 0.7
0.3 -0.6 0.6
0.3 -0.2 0.3
-0.3 0.1 -0.4
0.1 -0.2 0.4
0.1 0.3 0.1
0.1 0.2 0.3
0.0 0.2 0.2
-0.1 -0.2 0.4
0.7 -0.3 -0.2
-0.1 0.0 -0.4
-0.3 0.3 -0.3
-0.3 0.3 0.2
0.1 0.1 -0.1
0.1 0.1 -0.3
0.5 -0.1 -0.3
0.0 -0.3 -0.3
-0.4 -0.2 0.2
0.1 0.6 0.2
-0.5 -0.8 -0.9
-0.2 -0.2 0.1
-0.3 0.5 -0.7
0.0 0.4 -0.1
2.1 0.3 -0.2
-0.2 0.2 -0.1
0.1 -0.3 0.0
0.3 -0.2 -0.1
0.1 0.1 -0.3
-0.2 0.0 0.3
0.0 -0.3 0.1
0.3 -0.1 0.0
-0.1 -0.1 -0.2
-0.2 0.1 -0.1
0.3 0.0 0.1
0.1 -0.2 -0.2
-0.1 -0.2 -0.3
-0.1 1.3 -0.2
-0.3 -0.9 0.4
-0.2 -0.5 0.3
-0.3 0.3 0.2
0.3 1.3 -0.3
-0.8 -1.6 0.4
1.0 0.0 -0.7
0.4 0.1 0.4
-0.2 0.1 -0.5
0.4 0.0 0.4
-0.2 -0.1 -0.5

Record 4
Entry from the OMol25 dataset: a cluster of 2 separate species, C9H9N3O2 in total in a non-equilibrium geometry (wB97M-V/def2-TZVPD).

- Multiplicity: 1
- ΔE to the lowest compared entry with this formula, charge and spin: 39.8 kcal/mol
- HOMO level: -9.25 eV
- Kohn-Sham gap: 9.79 eV
- Total charge: 0

Positions of all 23 atoms, in Å:
O 0.35964 2.36827 -0.64499
C 1.05650 1.40806 -0.42036
C 2.44256 1.42184 0.06429
C 3.09281 0.27423 0.26683
N 2.49982 -0.96090 0.02592
C 1.17601 -1.11159 -0.38526
O 0.65110 -2.18684 -0.58390
N 0.54135 0.10979 -0.56575
H 2.90505 2.38261 0.22608
H 4.12248 0.21469 0.63381
H 2.96564 -1.81419 0.22386
H -0.43545 0.05086 -0.84389
C -1.59940 -0.87499 1.11080
C -1.56199 -1.37199 -0.18937
C -1.96809 -0.53042 -1.23587
N -2.40348 0.70673 -1.06714
C -2.46592 1.16362 0.18548
C -2.05928 0.42723 1.29075
H -1.25143 -1.47211 1.95860
H -1.24583 -2.39106 -0.39177
H -1.89681 -0.86701 -2.27385
H -2.80944 2.17812 0.32813
H -2.11584 0.87507 2.28757

Forces on the atoms, in the same order (eV/Å):
0.2 0.2 0.0
0.4 -0.7 0.3
-0.1 0.3 -0.2
0.1 -0.8 0.1
-0.7 0.7 0.0
0.6 1.3 -0.2
1.6 -0.1 -0.1
1.2 0.2 -0.1
0.1 0.0 0.0
-0.4 0.1 -0.2
0.5 -0.5 0.1
1.1 0.4 0.0
-0.2 0.0 -0.2
-2.2 -0.8 0.4
-1.0 -1.2 -0.2
-0.4 0.4 0.3
0.3 -0.1 0.1
0.0 -0.1 0.3
-0.2 0.1 -0.3
-0.6 0.6 0.1
-0.1 -0.1 0.3
-0.1 0.1 -0.1
0.1 -0.2 -0.4